No. 1
The following is a DFT calculation (ωB97M-V/def2-TZVPD) of a 9-piece molecular cluster, C19H42N4O23 overall in a non-equilibrium geometry.

Geometry as XYZ:
```
88
Properties=species:S:1:pos:R:3:forces:R:3:lowdin_charge:R:1
C 3.4839 -22.9133 2.0335 1.09 0.97 -0.31 0.04
N 2.4789 -23.9346 1.7725 1.04 0.48 2.80 -0.49
O 2.0634 -24.5771 2.7109 -0.18 -0.49 0.88 0.05
O 2.1345 -24.0464 0.6688 -1.58 -0.76 -4.16 0.12
H 3.7751 -22.4656 1.0833 -0.27 -0.09 0.09 0.09
H 4.3895 -23.3734 2.4288 -0.40 0.07 0.53 0.08
H 3.0292 -22.1415 2.6546 0.30 -0.28 0.28 0.12
C 3.9714 -20.0052 -3.3582 0.87 -0.03 -0.88 0.04
N 4.2910 -20.6980 -4.6939 -0.01 -1.29 0.96 -0.39
O 5.4437 -20.4813 -5.0991 -2.47 -0.63 -0.07 0.05
O 3.4497 -21.5385 -5.0892 2.25 2.14 0.22 0.05
H 4.4543 -19.0305 -3.4278 -0.54 0.16 -0.12 0.08
H 4.5943 -20.5257 -2.6308 -0.42 -0.38 -0.05 0.07
H 2.9032 -20.0207 -3.1416 0.30 -0.01 -0.15 0.10
C 3.8267 -26.3225 5.4778 -1.42 0.05 0.79 0.03
N 4.8284 -25.9671 4.4728 -0.79 -0.48 -1.51 -0.43
O 5.3382 -24.8686 4.5317 0.34 -0.09 0.15 0.05
O 4.9804 -26.7773 3.5638 0.43 0.67 0.70 0.07
H 4.3088 -26.7923 6.3351 -0.02 0.04 -0.18 0.11
H 3.0455 -26.9424 5.0377 0.66 -0.44 -0.16 0.10
H 3.2558 -25.4424 5.7739 0.69 0.29 0.14 0.10
C 7.3680 -24.4786 -0.1718 -0.85 -1.47 -0.61 0.06
N 7.9180 -24.0139 -1.5108 0.60 1.12 -1.29 -0.39
O 8.9610 -23.3747 -1.5457 -0.50 -0.58 0.97 0.06
O 7.2822 -24.2164 -2.5489 -0.09 -0.45 1.78 0.05
H 8.0592 -24.9964 0.4933 0.79 0.77 -0.41 0.09
H 6.6946 -25.2943 -0.4351 -0.34 0.32 -0.16 0.10
H 6.7981 -23.7099 0.3500 0.34 0.23 -0.45 0.08
C 5.5237 -19.7452 -0.0604 0.04 1.70 -0.78 -0.07
O 5.5610 -20.6709 0.9683 0.37 -1.77 1.29 -0.03
C 6.7535 -21.0902 1.4512 2.40 0.22 -2.00 -0.54
O 7.8556 -20.7372 0.9832 -3.16 -1.20 1.88 0.11
O 6.4655 -22.0343 2.3730 0.28 0.94 -0.27 -0.03
C 7.4283 -22.9630 2.8601 0.49 -1.56 0.29 -0.04
H 5.6818 -18.7747 0.4100 -0.03 0.25 -0.55 0.07
H 4.5354 -19.7663 -0.5196 -0.20 -0.07 0.51 0.08
H 6.2080 -19.8866 -0.8970 0.53 -0.36 0.42 0.11
H 8.1985 -23.2703 2.1527 -0.13 0.71 -0.17 0.06
H 6.8755 -23.8781 3.0729 -0.33 0.10 -0.23 0.07
H 7.9044 -22.7832 3.8240 -0.11 1.14 -0.16 0.11
C 7.6686 -16.1723 0.6793 0.74 -0.52 1.40 0.00
O 8.2181 -14.9032 1.1719 -2.49 -1.99 -0.99 0.02
C 9.4600 -14.6383 0.8329 1.61 -1.63 0.85 -0.66
O 10.3747 -15.4184 0.6383 -0.99 0.63 -0.45 0.12
O 9.5346 -13.3534 0.9438 0.54 2.42 -0.18 0.01
C 10.7585 -12.6805 0.6496 -0.16 0.14 -0.28 -0.02
H 6.8054 -16.4676 1.2758 -0.03 0.74 0.05 0.05
H 8.3860 -16.9561 0.9227 0.25 0.01 -0.50 0.10
H 7.3851 -16.1982 -0.3728 0.33 0.52 -0.03 0.10
H 11.3911 -12.6223 1.5353 0.07 -0.25 -0.13 0.10
H 10.4579 -11.6719 0.3660 0.07 -0.06 0.05 0.09
H 11.2439 -13.1579 -0.2017 0.21 -0.04 0.26 0.10
C 4.6819 -14.4798 2.5543 -0.62 -1.10 1.17 -0.06
O 4.5163 -14.4302 1.1641 0.26 -1.53 -2.62 -0.01
C 4.4566 -15.6294 0.4513 -0.61 -1.04 1.04 -0.50
O 4.5028 -16.7894 0.8971 0.06 3.12 -0.68 0.06
O 4.2260 -15.3162 -0.8344 0.82 0.89 0.39 0.00
C 4.1130 -16.2919 -1.8758 -0.90 -0.70 0.51 -0.03
H 3.7807 -14.9479 2.9502 0.09 -0.21 0.36 0.10
H 4.7225 -13.4919 3.0131 0.23 0.13 -0.72 0.10
H 5.5511 -15.0681 2.8482 0.07 0.09 -0.05 0.09
H 3.8595 -17.2439 -1.4093 0.01 -0.10 -0.16 0.08
H 4.9617 -16.4278 -2.5461 0.52 0.46 0.59 0.09
H 3.2893 -15.9646 -2.5101 -0.05 0.03 0.20 0.10
C 6.5682 -18.3414 3.5912 1.14 0.05 0.19 -0.01
O 7.7133 -17.5410 4.0068 1.30 -1.18 1.01 -0.03
C 8.8471 -18.1742 4.4791 0.04 -3.45 -1.71 -0.53
O 9.1462 -19.3937 4.4152 -1.93 3.19 0.31 0.07
O 9.6958 -17.2850 4.9052 -1.63 1.45 -1.50 0.00
C 10.7658 -17.6895 5.6834 0.50 0.74 1.28 -0.05
H 6.4602 -19.2664 4.1576 0.05 0.26 0.43 0.10
H 6.7474 -18.6736 2.5686 -0.34 0.44 -0.18 0.07
H 5.7510 -17.6380 3.7503 -0.16 -0.47 -0.44 0.10
H 11.3763 -18.5068 5.2994 -0.37 0.00 0.00 0.10
H 10.2769 -17.8507 6.6442 0.85 -0.68 0.39 0.11
H 11.3201 -16.7539 5.7579 0.50 -0.36 0.17 0.10
C 10.8581 -23.5630 0.8893 0.21 -0.67 0.02 -0.01
O 10.7095 -24.9772 0.5647 -0.28 0.79 -0.59 -0.03
C 11.8315 -25.5988 0.2010 2.05 0.17 2.36 -0.61
O 12.9789 -25.1715 0.2620 -1.74 0.07 -0.90 0.11
O 11.5339 -26.8798 0.0931 -0.39 -1.90 -0.35 0.00
C 12.5738 -27.7714 -0.3558 0.88 0.25 -0.43 -0.04
H 11.4563 -23.5357 1.8001 0.21 0.41 -0.24 0.10
H 9.8726 -23.1468 1.0985 0.12 -0.29 -0.27 0.06
H 11.2977 -23.0550 0.0310 0.09 0.10 0.36 0.10
H 12.8302 -27.4093 -1.3514 0.36 -0.47 0.04 0.10
H 12.3541 -28.8390 -0.3512 -1.54 0.34 -0.32 0.09
H 13.4636 -27.8614 0.2673 0.08 1.28 0.29 0.09
```
Positions in Å, forces in eV/Å.

Values from the calculation:
Highest occupied orbital energy (Ha): -0.3892
Lowest unoccupied orbital energy (eV): -0.24
HOMO-LUMO gap (eV): 10.35
E_tot (eV): -73422.4690

No. 2
The following is a DFT calculation (ωB97M-V/def2-TZVPD) of C19H42NOP3SSc as an isolated structure in a non-equilibrium geometry.

Geometry as XYZ:
```
68
Properties=species:S:1:pos:R:3:forces:R:3:lowdin_charge:R:1
Sc 0.3886 0.1526 0.1000 0.18 0.41 1.05 0.43
P 1.8571 1.9542 1.5180 1.48 0.67 0.72 0.75
P -1.2969 0.5685 2.3015 -0.68 -0.31 0.37 0.76
P -1.1267 2.1911 -0.6574 -0.33 0.90 -0.09 0.72
H 0.6590 -2.9742 -5.0922 0.48 0.23 -0.88 0.07
C 0.7779 -1.9522 -5.4817 -0.86 -0.65 -0.16 -0.01
C 1.7275 -1.1585 -4.9926 0.74 0.04 -0.46 -0.10
H 2.6189 -1.6387 -4.5392 -0.71 0.75 0.12 0.08
C 3.2160 1.0563 2.3882 -0.20 -0.32 -0.23 -0.24
C 1.3948 3.0719 2.8925 -0.64 0.02 0.01 -0.25
C 2.8361 3.1422 0.5218 -0.01 -0.15 -0.33 -0.24
C -2.8073 -0.4718 2.1040 0.15 0.04 -0.09 -0.23
C -0.5562 -0.1728 3.7920 0.27 -0.18 0.02 -0.24
C -2.0207 2.0870 3.0553 0.15 0.20 -0.24 -0.23
C -0.8007 2.4317 -2.4354 -0.04 0.06 -0.25 -0.25
C -1.0279 3.8939 0.0528 0.29 -0.04 0.07 -0.22
C -2.9294 1.9102 -0.6141 -0.21 -0.31 -0.21 -0.25
H 0.0865 -1.6365 -6.2712 -0.08 0.07 0.64 0.10
H 1.6731 -0.0639 -5.1546 0.54 -0.76 -0.15 0.09
H 3.8024 0.4866 1.6525 -0.05 0.09 0.35 0.06
H 2.7905 0.3689 3.1348 0.20 0.14 -0.26 0.05
H 3.8635 1.7852 2.9018 -0.22 -0.26 -0.26 0.07
H 0.9935 2.5231 3.7506 0.06 0.12 -0.17 0.04
H 0.6655 3.8178 2.5608 0.10 -0.10 0.13 0.04
H 2.2983 3.5975 3.2192 -0.07 -0.13 -0.14 0.08
H 3.1525 2.6857 -0.4249 0.00 0.21 0.17 0.05
H 3.7292 3.4067 1.1024 -0.21 0.02 -0.18 0.07
H 2.2612 4.0537 0.3133 0.17 -0.25 0.00 0.05
H -3.3118 -0.5055 3.0831 0.01 -0.12 -0.44 0.07
H -2.5285 -1.4879 1.7862 -0.11 0.23 0.23 0.04
H -3.4773 -0.0570 1.3357 0.18 -0.10 0.41 0.04
H -1.3096 -0.1735 4.5876 0.24 -0.04 -0.05 0.07
H 0.3279 0.3887 4.1145 -0.23 -0.03 0.03 0.04
H -0.2250 -1.1966 3.5940 -0.18 0.15 0.08 0.03
H -2.5491 1.8007 3.9801 0.18 0.08 -0.38 0.08
H -2.7240 2.5859 2.3789 0.08 -0.20 0.19 0.04
H -1.2334 2.8088 3.3022 -0.23 -0.22 0.03 0.03
H -1.6813 2.8926 -2.8951 0.25 0.04 -0.06 0.07
H -0.5931 1.4756 -2.9330 -0.10 0.30 0.13 0.00
H 0.0698 3.0830 -2.5768 -0.14 -0.11 0.01 0.07
H -1.5180 4.6023 -0.6357 0.14 -0.28 0.25 0.08
H 0.0126 4.2241 0.2158 -0.46 -0.16 -0.18 0.03
H -1.5510 3.9142 1.0214 0.19 0.01 -0.39 0.04
H -3.3629 2.4468 -1.4648 -0.07 -0.06 0.21 0.07
H -3.4258 2.2519 0.3029 0.32 -0.05 -0.21 0.05
H -3.1318 0.8424 -0.7380 -0.11 0.14 -0.07 0.04
C 0.6001 -1.8714 -2.5255 0.98 1.14 0.23 -0.73
C -0.7587 -1.6597 -2.9364 -0.51 0.22 0.05 -0.13
C -1.5609 -2.7579 -3.2477 -0.18 -0.27 0.22 -0.01
C -1.0192 -4.0442 -3.1280 -0.96 0.47 -0.20 0.02
C 0.2718 -4.2367 -2.6198 1.41 0.16 0.46 -0.02
C 1.1407 -3.1683 -2.4081 -0.19 -0.52 -0.23 -0.07
S 1.5599 -0.4861 -2.2255 0.38 -0.15 0.81 0.80
H -0.7861 -0.8753 -1.0471 -0.76 -0.53 -0.61 0.08
H -1.0298 -0.6551 -3.2700 -0.11 -0.38 0.42 0.11
H -2.5911 -2.5641 -3.5434 0.29 -0.34 -0.25 0.14
H -1.5738 -4.9248 -3.4659 -0.01 0.36 0.27 0.15
H 0.6121 -5.2426 -2.3800 -0.01 0.10 -0.38 0.14
H 2.2084 -3.2732 -2.1662 -0.66 -0.15 0.05 0.14
C 1.4729 -3.4623 2.4778 0.10 -0.22 0.31 0.04
C 0.7192 -2.7410 1.4126 0.01 0.96 -0.40 -0.45
N -0.1441 -3.3921 0.6302 0.15 0.53 0.42 0.23
O 0.8884 -1.4690 1.2571 -0.53 -1.49 -0.24 -0.19
H 2.4205 -3.8854 2.0996 -0.35 0.24 0.03 0.12
H 0.8704 -4.2839 2.8857 0.19 0.14 -0.16 0.11
H 1.7094 -2.7681 3.2987 -0.02 -0.20 -0.42 0.11
H -0.8143 -2.8447 0.0750 0.58 -0.55 0.13 0.11
H -0.2096 -4.4065 0.6700 -0.23 0.38 0.15 0.15
```
Positions in Å, forces in eV/Å.

Values from the calculation:
Highest occupied orbital energy (spin up / spin down) (Ha): -0.6394 / -0.6348
Lowest unoccupied orbital energy (spin up / spin down) (eV): -12.34 / -12.35
HOMO-LUMO gap (spin up / spin down) (eV): 5.06 / 4.92
Net charge: +3
E_tot (eV): -83297.4983

No. 3
The following is a DFT calculation (ωB97M-V/def2-TZVPD) of C19H42P2SiSn as an isolated structure in a non-equilibrium geometry.

Geometry as XYZ:
```
65
Properties=species:S:1:pos:R:3:forces:R:3:lowdin_charge:R:1
P 2.0357 0.0563 1.9232 1.77 2.38 -0.22 0.73
P 1.3679 -0.3686 -1.6714 0.84 0.49 -0.84 0.82
C 3.2522 -0.2736 0.5503 0.24 -0.26 -0.09 -0.46
C 2.8314 0.3852 -0.7885 0.04 0.03 0.18 -0.43
H 3.3243 -1.3678 0.4126 0.19 0.47 0.11 0.04
H 4.2349 0.1319 0.8576 -0.37 -0.27 -0.05 0.08
H 2.4894 1.4261 -0.6302 0.38 -0.43 -0.15 0.04
H 3.6965 0.4355 -1.4900 -0.47 -0.18 0.56 0.09
C 1.9310 -2.0806 -2.0252 0.16 -0.15 -0.27 -0.34
H 1.0568 -2.6547 -2.3658 0.29 -0.04 0.26 0.04
H 2.3839 -2.5402 -1.1438 -0.24 -0.10 -0.27 -0.01
H 2.6513 -2.0372 -2.8488 -0.01 -0.27 0.20 0.03
C 1.9955 0.2747 -3.3374 0.00 0.01 0.02 -0.30
H 3.0108 -0.1159 -3.4670 -0.09 0.07 0.04 0.02
H 2.0567 1.3649 -3.4167 -0.22 -0.21 0.22 0.02
H 1.4123 -0.1102 -4.1774 -0.19 0.09 0.11 0.04
C 2.9147 -0.2785 3.5323 0.36 -0.59 -0.71 -0.24
H 2.3168 -0.9572 4.1217 0.01 -0.19 0.22 0.00
H 2.9456 0.6969 4.0273 0.29 -0.35 0.03 0.04
H 3.9289 -0.7372 3.3823 -0.88 0.65 0.14 0.07
C 2.4510 1.8697 1.8967 0.00 0.94 0.37 -0.29
H 2.1712 2.3531 0.9578 0.09 -0.24 0.29 -0.02
H 3.5402 2.0382 2.0405 -0.53 -0.36 -0.07 0.06
H 1.9510 2.4341 2.6970 -0.04 -0.27 -0.12 0.05
Sn 0.4616 -1.7832 1.1360 -1.56 -2.31 0.74 0.92
C -0.3566 2.6243 -3.2666 -1.93 -1.20 0.50 -0.14
C -1.0210 1.6199 -2.6438 1.37 0.44 -1.60 -0.15
C -1.7214 1.6260 -1.3384 -0.15 -0.42 -0.35 -0.21
C -1.3526 2.7442 -0.3682 -0.37 0.09 0.64 -0.18
C 0.0871 3.2566 -0.2540 -0.16 0.44 0.72 -0.09
C 0.8911 4.0573 -0.9602 0.28 0.81 1.02 -0.14
C 0.7369 4.6268 -2.3147 -0.51 0.22 -0.44 -0.20
C -0.5430 4.0665 -2.9846 0.92 1.39 -0.21 -0.20
C -0.0021 -2.3222 3.2553 0.19 -0.42 0.53 -0.35
H 0.2628 2.3914 -4.1152 -0.02 -0.12 -0.34 0.09
H -0.9497 0.6336 -3.1248 0.11 0.34 0.36 0.09
H -1.4673 0.6550 -0.8856 -0.07 0.25 -0.03 0.06
H -2.8066 1.5800 -1.5256 0.15 0.16 0.32 0.12
H -2.0810 3.5680 -0.4431 0.50 0.00 -0.24 0.11
H -1.5753 2.3315 0.6272 0.05 0.13 -0.16 0.10
H 0.4621 3.1011 0.7580 -0.17 -0.09 -0.23 0.07
H 1.7605 4.5028 -0.4244 -0.39 -0.81 -0.23 0.11
H 1.6239 4.2928 -2.8814 -0.26 0.22 -0.15 0.11
H 0.7764 5.7540 -2.3142 -0.13 -1.04 0.16 0.13
H -1.4523 4.2837 -2.4061 0.44 -0.09 -0.09 0.11
H -0.6266 4.6354 -3.9283 -0.27 -0.45 0.15 0.11
H -1.0749 -2.1870 3.4848 0.74 -0.03 -0.13 -0.05
H 0.5917 -1.8415 4.0557 -0.36 -0.18 -0.38 -0.04
H 0.2306 -3.4095 3.3288 -0.24 0.53 -0.01 -0.01
C -2.7471 -4.9928 1.6192 0.57 -0.45 -0.09 -0.19
Si -3.0582 -3.1559 1.3029 0.27 0.71 -0.16 0.43
C -4.3945 -3.0951 -0.0168 0.13 0.08 0.13 -0.20
C -3.7041 -2.3934 2.8882 -0.40 0.13 0.35 -0.19
C -1.7301 -1.9688 0.6042 0.83 0.83 -0.74 -0.46
H -3.4451 -5.4309 2.3500 0.04 0.43 -0.15 0.03
H -1.7430 -5.2234 1.9957 -0.08 0.13 -0.01 0.02
H -2.8720 -5.5937 0.7074 0.06 0.24 0.05 0.03
H -5.0439 -3.9685 0.0539 -0.18 0.09 -0.12 0.02
H -4.9712 -2.1740 0.1146 -0.08 -0.15 -0.15 0.03
H -3.9145 -3.0642 -1.0033 -0.21 -0.09 0.15 0.03
H -2.9489 -2.1105 3.6227 0.04 -0.12 -0.14 0.00
H -4.2460 -1.4706 2.6493 -0.02 -0.10 0.00 0.03
H -4.3995 -3.0633 3.4142 0.05 0.12 -0.21 0.03
H -1.5255 -2.1592 -0.4858 -0.65 0.19 0.71 -0.03
H -2.0606 -0.8877 0.6798 -0.19 -1.15 -0.10 -0.01
```
Positions in Å, forces in eV/Å.

Values from the calculation:
Highest occupied orbital energy (Ha): -0.2444
Lowest unoccupied orbital energy (eV): 0.39
HOMO-LUMO gap (eV): 7.05
E_tot (eV): -52667.6449